1.
The following is a DFT calculation (wB97M-V/def2-TZVPD) of C18H15As4CuF24N3O6 as an isolated structure.

highest occupied orbital energy: -5.725 eV
charge: -3
energy relative to the best compared isomer or geometry (same formula, charge and spin): 131.0 kcal/mol
E: -14291.0831 hartree
spin multiplicity: 1
gap between HOMO and LUMO: 0.2338 Ha

Positions of all 71 atoms, in Å:
Cu 0.143 -1.798 -1.265
As -2.485 -4.859 3.384
F -3.563 -4.925 1.975
F -3.844 -5.511 4.326
F -1.432 -4.727 4.856
F -1.129 -4.346 2.369
F -2.894 -3.108 3.617
F -1.888 -6.547 3.095
As -3.433 -1.799 -7.160
F -2.971 -3.371 -7.810
F -2.229 -1.978 -5.880
F -3.813 -0.164 -6.641
F -4.714 -1.703 -8.484
F -4.582 -2.492 -5.974
F -2.276 -1.205 -8.415
As -0.054 -8.410 -3.518
F -0.474 -10.141 -3.808
F -1.802 -8.179 -3.024
F 0.036 -6.633 -3.198
F 1.661 -8.619 -3.925
F -0.452 -8.141 -5.271
F 0.406 -8.986 -1.791
As 0.684 4.783 -4.343
F 0.400 5.664 -2.744
F 0.752 6.335 -5.323
F 0.848 3.895 -5.891
F 0.632 3.208 -3.563
F -1.050 4.757 -4.644
F 2.509 4.952 -4.190
C -1.537 5.627 6.954
C -0.419 6.040 6.287
C 0.130 5.390 5.194
C -0.328 4.126 4.901
C -1.492 3.652 5.555
C -2.077 4.473 6.514
N 0.211 3.479 3.707
O 1.322 3.828 3.320
O -0.219 2.509 3.161
H -1.998 6.169 7.767
H -0.021 6.988 6.618
H 1.019 5.848 4.788
H -1.963 2.700 5.357
H -2.986 4.184 7.019
C -6.164 5.625 2.052
C -5.118 5.375 1.215
C -5.039 4.021 0.697
C -5.967 3.101 0.920
C -7.127 3.500 1.670
C -7.072 4.661 2.380
N -5.821 1.745 0.258
O -4.817 1.266 -0.226
O -6.830 1.048 0.265
H -6.235 6.636 2.424
H -4.274 5.960 0.881
H -4.149 3.802 0.124
H -8.022 2.906 1.781
H -7.863 4.922 3.068
C 10.901 -4.063 0.062
C 9.770 -4.753 -0.325
C 8.764 -4.213 -1.023
C 8.800 -2.911 -1.344
C 10.000 -2.154 -1.133
C 10.995 -2.723 -0.391
N 7.511 -2.234 -1.716
O 6.531 -2.892 -1.455
O 7.601 -1.062 -2.071
H 11.766 -4.561 0.476
H 9.553 -5.766 -0.020
H 7.960 -4.927 -1.132
H 9.923 -1.112 -1.409
H 11.796 -2.164 0.069

***

2.
The following is a DFT calculation (wB97M-V/def2-TZVPD) of C18H15BF4N3OPPd as an isolated structure.

highest occupied orbital energy: -9.029 eV
energy relative to the best compared isomer or geometry (same formula, charge and spin): 13.2 kcal/mol
E: -1828.2681 hartree
spin multiplicity: 1
gap between HOMO and LUMO: 0.2970 Ha

Positions of all 44 atoms, in Å:
Pd 0.401 -0.013 -0.130
N 0.617 -1.160 -2.913
P 1.026 0.275 -2.140
C 2.711 0.600 -2.654
C 3.054 1.775 -3.310
C 4.379 2.009 -3.652
C 5.353 1.077 -3.333
C 5.013 -0.095 -2.664
C 3.697 -0.334 -2.319
C -0.028 1.588 -2.779
C -0.655 1.479 -4.017
C -1.503 2.486 -4.449
C -1.733 3.591 -3.640
C -1.121 3.694 -2.400
C -0.268 2.694 -1.962
C -0.324 -1.978 -2.307
C -0.893 -3.075 -2.942
C -1.795 -3.835 -2.227
C -2.115 -3.483 -0.923
C -1.527 -2.368 -0.371
N -0.631 -1.630 -1.050
H 1.040 -1.457 -3.777
H 2.295 2.508 -3.548
H 4.646 2.927 -4.157
H 6.387 1.265 -3.591
H 5.779 -0.811 -2.401
H 3.431 -1.227 -1.766
H -0.490 0.606 -4.636
H -1.996 2.404 -5.408
H -2.412 4.366 -3.970
H -1.330 4.536 -1.754
H 0.168 2.753 -0.972
H -0.631 -3.305 -3.965
H -2.255 -4.699 -2.688
H -2.823 -4.053 -0.340
H -1.764 -2.020 0.621
F -2.258 0.060 0.238
B -2.267 1.240 1.044
F -2.900 0.983 2.237
F -2.832 2.284 0.330
F -0.876 1.529 1.265
O 3.457 2.688 0.047
C 2.665 1.845 0.279
N 1.897 0.975 0.580

***

It is found that the maximum force values, taken in the order of the records, are 4.0; 1.0 eV/Å.